Entry from the Open Molecules 2025 dataset: a cluster of 11 separate species, C44H58F30O23 in total in a non-equilibrium geometry (ωB97M-V/def2-TZVPD).

Summary:
Structure (SMILES): CCOC(=O)C(F)(F)F.CCOC(=O)C(F)(F)F.CCOC(=O)C(F)(F)F.CCOC(=O)C(F)(F)F.CCOC(=O)C(F)(F)F.CCOC(=O)C(F)(F)F.CCOC(=O)C(F)(F)F.CCOC(=O)C(F)(F)F.CCOC(=O)C(F)(F)F.CCOC(=O)C(F)(F)F.CCOC(=O)OC
Relative energy (zero: lowest compared OMol25 entry of this formula, charge and spin) in kJ/mol: 200.2
Total energy in eV: -175185.061
Kohn-Sham gap in eV: 11.096

XYZ file:
```
155
Properties=species:S:1:pos:R:3:forces:R:3
C -2.9402 0.9405 2.0523 0.27 -0.67 -0.03
C -3.2506 -0.2482 1.1400 -0.99 1.25 0.03
O -4.3994 -0.9044 1.7996 -0.57 -1.74 -0.17
C -5.0970 -1.8698 1.1336 0.77 1.38 -1.47
O -5.0906 -1.9609 -0.0778 -0.16 -0.50 1.57
C -5.9939 -2.8342 2.0286 1.57 -0.01 -0.26
F -7.2774 -2.7469 1.6222 1.05 -0.02 1.00
F -5.5817 -4.1344 1.8578 -0.57 1.47 0.06
F -5.7769 -2.5258 3.3288 -1.14 -0.35 -0.99
H -2.7410 0.5137 3.0353 0.07 0.49 0.13
H -3.7680 1.6486 2.0902 -0.24 -0.32 0.09
H -2.1035 1.5312 1.6793 0.23 -0.40 0.11
H -2.4481 -0.9725 1.0006 -0.07 0.05 0.17
H -3.5438 0.1937 0.1876 -0.16 -0.65 -0.18
C 6.9240 0.5442 1.9933 -0.81 0.07 0.71
C 5.8175 1.5958 1.8543 0.85 0.07 -0.75
O 5.0847 1.3810 0.6180 -0.13 0.16 -1.69
C 5.5107 1.9459 -0.5511 0.46 1.10 1.23
O 6.4234 2.7354 -0.6515 -0.86 -1.25 0.00
C 4.5240 1.6675 -1.7718 2.48 0.66 0.94
F 3.3422 1.4790 -1.3181 -2.36 -0.59 0.46
F 4.5097 2.8012 -2.5072 0.24 -1.13 -0.27
F 4.9134 0.5743 -2.4691 -0.17 1.00 -0.07
H 6.5702 -0.4693 1.8044 -0.09 0.26 -0.52
H 7.1969 0.4904 3.0472 0.37 0.30 0.05
H 7.7854 0.8087 1.3800 -0.09 -0.18 0.04
H 6.2997 2.5727 1.8192 -0.17 0.14 -0.09
H 5.0575 1.6239 2.6351 0.10 -0.44 -0.07
C -2.5623 6.4595 -4.5889 0.60 -1.42 0.52
C -2.5989 4.9141 -4.8276 0.61 1.45 -1.71
O -1.5618 4.2738 -4.0736 0.58 -0.87 1.41
C -0.2855 4.1307 -4.4746 -1.50 0.98 -2.73
O 0.1733 4.5947 -5.5112 -0.53 -0.91 2.24
C 0.5398 3.1967 -3.5446 0.32 2.03 -0.86
F 1.5554 3.9593 -3.1120 0.46 0.08 0.47
F -0.1091 2.7622 -2.4890 -0.10 -0.77 -0.13
F 1.0798 2.2512 -4.3028 -0.34 -0.73 0.42
H -1.6067 6.8088 -4.9799 -0.16 0.22 -0.16
H -2.5150 6.5890 -3.5076 -0.23 0.26 0.06
H -3.3982 7.0228 -5.0036 0.05 -0.28 -0.08
H -2.3564 4.7114 -5.8708 -0.11 0.10 -0.18
H -3.5733 4.4549 -4.6606 0.38 -0.17 0.73
C -7.6782 -0.2532 -5.0810 0.04 -1.30 -0.32
C -6.2267 -0.7300 -5.0440 -1.33 0.48 -2.00
O -5.6320 -0.1483 -3.9273 1.11 0.52 1.64
C -4.6911 0.7951 -3.9777 0.28 -0.05 -1.04
O -4.0935 1.1850 -4.9572 -0.87 -0.32 1.51
C -4.4029 1.3684 -2.5228 0.45 0.27 -1.77
F -3.1100 1.1289 -2.2662 -0.16 -0.18 0.39
F -4.5541 2.7066 -2.5520 -0.15 -0.28 0.12
F -5.1694 0.8673 -1.5780 0.00 -0.10 0.19
H -8.2296 -0.6653 -4.2359 0.04 0.42 0.24
H -8.0960 -0.7812 -5.9381 -0.30 0.34 -0.27
H -7.8013 0.8240 -5.1927 0.11 -0.14 0.10
H -5.7779 -0.4619 -6.0005 0.55 0.48 0.26
H -6.1961 -1.8192 -5.0699 0.21 -0.05 0.90
C 0.4924 -5.4580 -7.2948 -0.47 0.23 -1.09
C 1.1745 -4.7032 -6.1798 0.21 0.69 -1.39
O 1.3326 -5.6711 -5.1630 0.33 -0.47 2.39
C 0.7009 -5.5393 -3.9888 -2.50 2.29 -0.91
O -0.0420 -4.5822 -3.6919 2.44 -2.82 -0.36
C 0.7695 -6.8410 -3.1014 -2.03 0.79 -1.63
F 1.6360 -7.7289 -3.5338 0.15 -0.27 0.00
F 1.0136 -6.4820 -1.8893 0.71 0.17 1.82
F -0.5009 -7.3956 -3.1025 1.35 0.29 -0.30
H 0.9485 -6.4370 -7.4420 -0.02 -0.07 0.42
H 0.6270 -4.9951 -8.2724 0.04 0.47 0.09
H -0.5858 -5.5704 -7.1805 0.04 -0.09 0.33
H 0.7538 -3.7487 -5.8634 -0.80 -0.50 0.34
H 2.1428 -4.3614 -6.5454 0.48 -0.61 0.32
C 3.6137 2.5243 5.3121 -0.58 1.50 0.06
C 3.1392 3.5360 6.4200 0.32 -1.79 -1.78
O 3.6881 3.0485 7.6428 -0.38 0.05 2.24
C 3.0199 3.3061 8.8103 -3.42 2.70 -3.44
O 2.0063 4.0447 8.7936 3.46 -2.47 0.97
C 3.5055 2.5251 10.0357 -1.94 0.33 -1.10
F 4.5268 1.7436 9.7294 -0.11 0.01 0.81
F 3.7667 3.4098 10.9785 0.64 -0.41 0.58
F 2.4068 1.7916 10.4184 1.46 0.14 0.03
H 4.6834 2.5607 5.1057 -0.07 0.00 0.13
H 3.0591 2.9336 4.4678 0.31 -0.14 -0.62
H 3.2787 1.4902 5.3920 0.04 0.10 0.60
H 2.0543 3.5233 6.3150 -0.10 -0.02 1.04
H 3.4456 4.5490 6.1590 0.36 -0.04 0.43
C 2.7511 4.9563 0.1962 1.10 -0.33 0.12
C 1.5837 5.6814 0.8073 -0.44 -1.45 0.29
O 0.2999 5.1712 0.1622 -0.08 0.28 -0.34
C -0.6287 4.4369 0.7916 3.38 1.61 5.99
O -0.5108 4.1352 2.0218 -0.84 0.42 -4.49
C -1.8769 4.1201 0.0113 0.54 0.53 0.55
F -2.0042 4.9016 -1.0503 -0.28 -0.24 -0.31
F -1.7556 2.8589 -0.2818 -0.10 -1.79 -1.48
F -2.9464 4.2138 0.7779 -0.70 0.65 0.31
H 3.7131 5.3954 0.4603 -0.13 0.86 0.23
H 2.8080 4.9234 -0.8918 -0.53 -0.30 0.07
H 2.9106 3.9974 0.6892 -0.60 -0.53 -0.59
H 1.7084 6.7601 0.7119 -0.92 -0.10 -0.37
H 1.5598 5.3995 1.8599 -0.39 0.29 -0.03
C -0.3758 -0.4541 6.4457 -0.80 -0.39 -1.90
C -1.1546 -0.0953 5.1115 0.51 -1.04 1.53
O -1.8774 -1.3200 4.6025 2.26 -0.86 -1.19
C -1.0453 -2.2157 3.8806 0.51 2.46 0.90
O 0.1066 -1.9550 3.5633 -2.53 -0.99 0.59
C -1.7837 -3.5608 3.4493 -1.30 2.23 0.72
F -2.7929 -3.8576 4.3401 1.92 -0.42 -0.82
F -2.4306 -3.3022 2.2962 0.43 -0.29 -0.08
F -0.8776 -4.4953 3.2531 -0.81 -0.29 0.46
H -1.0894 -0.7358 7.2200 0.14 0.53 0.17
H 0.2844 0.3874 6.6556 -0.19 -0.07 0.48
H 0.2273 -1.3457 6.2739 0.24 0.12 -0.10
H -0.4670 0.3546 4.3953 -0.31 -0.61 -0.23
H -1.8942 0.6625 5.3699 -0.41 -0.45 -0.35
C -2.5986 -2.6177 -1.9635 -1.39 1.28 -0.23
C -3.7818 -2.5552 -2.9637 1.38 -1.51 0.70
O -3.2882 -1.9929 -4.2193 -0.66 -1.46 -1.35
C -3.4275 -2.8093 -5.3180 -1.24 -0.83 1.05
O -4.0607 -3.8626 -5.3968 1.76 2.82 0.15
C -2.6484 -2.1843 -6.5332 -0.07 -0.06 0.80
F -2.6190 -3.0826 -7.5021 -0.12 0.06 -0.48
F -3.1800 -1.0344 -6.9601 -0.45 -0.41 -0.09
F -1.3919 -1.8927 -6.1985 0.39 -0.20 0.28
H -1.7072 -3.0428 -2.4249 -0.15 -0.11 0.17
H -2.9919 -3.1749 -1.1132 0.40 -0.25 0.00
H -2.4346 -1.6019 -1.6038 0.52 0.02 0.06
H -4.6735 -2.0563 -2.5842 0.32 0.33 -0.28
H -4.0003 -3.6168 -3.0796 -0.51 0.20 -0.69
C 2.2430 -4.1664 2.6085 0.10 0.47 0.30
C 2.8912 -3.1852 3.5697 0.35 -0.57 1.13
O 4.3207 -3.3163 3.4751 2.81 1.67 -0.14
C 5.1300 -2.2845 3.9416 -1.82 -2.47 -0.59
O 4.7093 -1.2545 4.3403 0.17 1.17 0.32
C 6.6486 -2.6859 3.9663 -1.30 -1.81 1.31
F 7.2943 -2.0931 4.9739 -0.43 -0.29 0.14
F 6.7338 -4.0519 4.0867 0.12 1.16 0.38
F 7.2615 -2.3712 2.8847 0.91 0.61 -2.10
H 2.9250 -4.9212 2.2170 0.24 0.35 -0.07
H 1.8469 -3.5120 1.8320 -0.39 -0.77 -0.34
H 1.5003 -4.7342 3.1687 -0.32 0.29 -0.40
H 2.7549 -3.4934 4.6063 -0.68 0.18 0.13
H 2.5153 -2.1705 3.4393 0.44 -0.06 -0.12
C 0.3229 -0.7748 -3.0756 0.39 -0.67 -0.83
C 1.0538 -1.0269 -1.7722 0.02 -0.13 -1.21
O 0.5775 -0.0802 -0.8126 -0.25 -0.49 1.07
C 1.0669 -0.2138 0.4328 2.32 0.17 0.01
O 2.0320 -0.9298 0.7054 -2.07 1.09 0.18
O 0.4574 0.6989 1.2254 0.10 0.00 0.38
C 1.0859 1.0415 2.5174 0.33 -0.77 -0.99
H -0.6799 -0.3571 -2.9861 0.19 0.09 0.08
H 0.2441 -1.7540 -3.5480 -0.43 -0.16 -0.06
H 0.9452 -0.2516 -3.8017 -0.27 0.65 0.26
H 2.1201 -0.9268 -1.9746 0.10 0.25 0.53
H 0.8971 -2.0809 -1.5430 -0.22 0.22 1.00
H 1.1586 0.1218 3.0980 0.26 0.19 0.01
H 0.5163 1.8012 3.0527 -0.50 -0.15 -0.58
H 2.0617 1.4800 2.3087 0.14 -0.27 0.02
```
Forces are in eV/Å.

=====

Entry from the Open Molecules 2025 dataset: a cluster of 2 separate species, C9H14 in total in a non-equilibrium geometry (ωB97M-V/def2-TZVPD).

Summary:
Structure (SMILES): Cc1ccccc1.CC
Relative energy (zero: lowest compared OMol25 entry of this formula, charge and spin) in kJ/mol: 58.3
Total energy in eV: -9559.578
Kohn-Sham gap in eV: 9.974

XYZ file:
```
23
Properties=species:S:1:pos:R:3:forces:R:3
C 0.4479 2.5095 -1.9522 0.23 -0.68 1.13
C -0.5241 1.5994 -1.2256 -1.08 1.11 -0.69
C -1.2963 0.6687 -1.9170 0.67 -0.47 0.45
C -2.1140 -0.2124 -1.2151 0.32 0.27 -0.26
C -2.2633 -0.0628 0.1535 0.03 -0.49 -0.54
C -1.5048 0.8718 0.8454 -1.51 0.45 -0.01
C -0.7498 1.7920 0.1350 1.35 -1.00 0.39
H 0.3399 3.5437 -1.6307 -0.23 0.11 -0.29
H 0.4113 2.3901 -3.0302 0.06 0.12 -0.01
H 1.4197 2.2029 -1.5470 0.22 0.14 -0.56
H -1.1496 0.5682 -2.9810 -0.05 -0.09 -0.18
H -2.5632 -1.0596 -1.7193 -0.34 0.26 -0.08
H -3.0068 -0.7031 0.6032 0.24 -0.09 0.58
H -1.7150 0.9507 1.9055 0.43 0.23 0.06
H -0.1079 2.4982 0.6569 -0.31 0.13 0.04
C 2.4246 -2.3311 2.0164 0.56 0.75 -0.92
C 1.1176 -2.1378 1.2142 0.54 0.67 0.98
H 2.9669 -3.2385 1.7595 -0.38 -0.43 0.45
H 3.1452 -1.5756 1.6850 -0.07 0.16 0.19
H 2.2980 -2.1779 3.0838 0.02 -0.37 0.08
H 0.2946 -2.0268 1.9189 -0.33 -0.69 -0.21
H 0.9957 -2.9230 0.4776 -0.42 0.08 -0.05
H 1.1332 -1.1467 0.7632 0.06 -0.15 -0.54
```
Forces are in eV/Å.

=====

Entry from the Open Molecules 2025 dataset: an isolated molecule of C6H8BrN3 in a non-equilibrium geometry (ωB97M-V/def2-TZVPD).

Summary:
Structure (SMILES): CN1CCn2ncc(Br)c21
Relative energy (zero: lowest compared OMol25 entry of this formula, charge and spin) in kJ/mol: 111.5
Total energy in eV: -80862.852
Kohn-Sham gap in eV: 8.592

XYZ file:
```
18
Properties=species:S:1:pos:R:3:forces:R:3
C -0.5216 1.8344 0.2023 1.36 -0.38 1.45
N -0.2829 0.4019 0.4537 0.66 4.11 1.36
C 1.0835 -0.0736 0.4683 0.37 -0.49 -3.02
C 0.8159 -1.5988 0.3105 0.31 -1.75 -0.15
N -0.5679 -1.6703 -0.0730 -0.17 0.41 -0.68
N -1.4066 -2.6835 -0.3050 0.60 -1.13 0.04
C -2.5758 -2.1051 -0.4148 -0.40 -0.28 -0.19
C -2.4870 -0.7234 -0.2420 -0.62 0.68 -0.12
Br -3.9283 0.4397 -0.2174 -0.35 0.45 -0.01
C -1.1609 -0.4831 -0.0214 -0.14 -1.26 0.38
H 0.2831 2.4678 0.6833 -0.89 -0.85 -0.54
H -0.5916 2.0552 -0.8354 0.15 0.21 -1.12
H -1.4547 2.0692 0.6538 -0.77 0.48 0.39
H 1.7333 0.0991 1.3080 -0.48 0.37 0.89
H 1.6403 0.4791 -0.3965 -0.69 -1.42 0.91
H 1.3375 -2.2400 -0.4119 0.61 0.74 0.14
H 0.8735 -2.1266 1.2616 0.42 0.22 0.31
H -3.4718 -2.6674 -0.6165 0.03 -0.10 -0.04
```
Forces are in eV/Å.

=====

Entry from the Open Molecules 2025 dataset: an isolated molecule of C3H6N4 in a non-equilibrium geometry (ωB97M-V/def2-TZVPD).

Summary:
Relative energy (zero: lowest compared OMol25 entry of this formula, charge and spin) in kJ/mol: 713.2
Total energy in eV: -9161.464
Kohn-Sham gap (alpha / beta) in eV: 8.301 / 5.808

XYZ file:
```
13
Properties=species:S:1:pos:R:3:forces:R:3
C -2.5182 0.3756 -1.1227 0.83 -0.77 1.82
C 2.3200 -0.3442 -0.3028 -3.21 0.60 1.88
C -1.5626 -0.2259 -0.3042 -0.40 1.17 -2.48
N -0.9950 0.6073 0.5454 4.25 -1.16 2.90
N 0.8294 0.4414 2.1839 2.42 0.83 2.35
N 1.1084 -0.5457 0.0964 0.13 -0.94 -0.48
N 0.4128 0.0365 1.0947 -3.21 1.63 -3.61
H -3.0617 -0.2671 -1.7443 -0.69 -0.55 -1.13
H -2.8327 1.3983 -0.9749 0.04 -0.04 0.06
H 2.5083 -1.0505 -1.0001 1.32 -1.82 -2.40
H 2.9911 0.4372 -0.1185 0.87 1.14 0.95
H -1.0966 -1.1594 -0.6123 -0.35 -0.19 0.46
H 1.8969 0.2965 2.2593 -2.01 0.09 -0.33
```
Forces are in eV/Å.